No. 1
{
  "formula": "C8H12O",
  "method": "wB97M-V/def2-TZVPD",
  "relative_energy_kcal_mol": 112.03,
  "total_energy_ev": -10533.1038,
  "smiles": "C1[C@H]2C[C@H]3CO[C@H]3C[C@H]12",
  "fmax_ev_per_a": 6.465,
  "lumo_ev": 1.123,
  "species": ["O", "C", "C", "C", "C", "C", "C", "C", "C", "H", "H", "H", "H", "H", "H", "H", "H", "H", "H", "H", "H"],
  "coordinates": [[-1.570757, -0.941823, -0.585307], [0.087675, 1.694529, 0.128684], [-0.815993, -0.790893, 0.738594], [2.462645, 0.111151, -0.439445], [-1.079678, 0.756326, 0.582987], [0.555645, -1.565685, 0.304319], [1.181643, -0.513758, -0.395509], [-1.848122, 0.517941, -0.623873], [1.272569, 0.751556, 0.335432], [0.111789, -2.460639, -0.287999], [-2.943337, 0.531041, -0.560936], [0.240535, 2.521336, 0.937247], [2.927672, 0.429426, -1.397239], [-1.618539, 1.094053, 1.412345], [3.001016, -0.334308, 0.316512], [-0.159759, 2.043557, -0.791401], [1.412673, 0.573364, 1.393389], [0.706684, -0.353142, -1.439083], [-1.595939, 0.974360, -1.479762], [1.028647, -2.062357, 1.192304], [-1.443681, -1.189105, 1.599942]],
  "forces_ev_per_angstrom": [[0.222, 0.754, 0.845], [1.942, -0.579, 6.072], [-1.208, -1.232, -2.099], [0.433, 1.637, -0.587], [2.357, 0.487, 0.058], [-3.724, -3.145, 2.836], [-1.425, 0.950, -4.792], [-3.965, -4.715, 1.959], [0.681, 0.803, -1.224], [0.958, 1.551, 0.627], [0.003, 0.714, 0.244], [-0.516, -0.911, -1.802], [-0.357, -0.179, 1.044], [-0.748, 0.847, 1.214], [2.478, -0.453, 1.133], [0.060, 1.286, -2.627], [0.049, 0.088, 0.162], [0.248, -0.291, 1.815], [1.348, 1.430, -3.201], [0.173, 0.905, -0.624], [0.991, 0.052, -1.053]]
}

No. 2
{
  "formula": "C8H12O",
  "method": "wB97M-V/def2-TZVPD",
  "relative_energy_kcal_mol": 0.00,
  "total_energy_ev": -10537.9619,
  "smiles": "Oc1ccccc1.CC",
  "fmax_ev_per_a": 1.220,
  "lumo_ev": 0.820,
  "species": ["O", "C", "C", "C", "C", "C", "C", "C", "C", "H", "H", "H", "H", "H", "H", "H", "H", "H", "H", "H", "H"],
  "coordinates": [[-0.108539, -0.189332, -2.701860], [0.763550, -0.214739, -1.642841], [2.534992, -0.401100, 0.509438], [2.031498, -1.555647, -0.092207], [1.262198, 0.944534, -1.047114], [-2.768177, 0.769732, 0.701611], [1.148180, -1.468023, -1.165382], [2.146580, 0.847742, 0.027419], [-2.052850, -0.025646, 1.796845], [-2.306741, 1.765045, 0.587396], [-3.832717, 0.902799, 0.957876], [0.743863, -2.367185, -1.648761], [-2.118805, 0.505486, 2.761292], [0.957222, 1.929075, -1.425619], [-2.514282, -1.020952, 1.911066], [-0.988317, -0.158709, 1.540578], [2.330445, -2.544807, 0.278994], [-2.702221, 0.238599, -0.262836], [-0.291444, 0.753970, -2.931806], [2.534411, 1.764586, 0.490641], [3.231156, -0.475429, 1.355270]],
  "forces_ev_per_angstrom": [[-0.024, 1.219, -0.029], [0.074, -0.090, 0.105], [0.154, 0.018, 0.198], [-0.006, -0.123, 0.002], [-0.051, 0.141, -0.043], [-0.015, -0.003, -0.022], [-0.050, -0.220, -0.042], [0.030, 0.077, 0.049], [0.043, -0.013, 0.011], [-0.240, -0.338, -0.037], [0.380, 0.018, -0.200], [0.202, 0.453, 0.242], [0.079, -0.284, -0.308], [0.119, -0.401, 0.151], [0.248, 0.352, 0.038], [-0.365, -0.012, 0.174], [-0.144, 0.485, -0.178], [-0.072, 0.275, 0.306], [0.186, -1.142, 0.242], [-0.190, -0.451, -0.226], [-0.358, 0.038, -0.433]]
}

No. 3
{
  "formula": "C8H12O",
  "method": "wB97M-V/def2-TZVPD",
  "relative_energy_kcal_mol": 111.95,
  "total_energy_ev": -10533.1072,
  "fmax_ev_per_a": 3.223,
  "lumo_ev": [0.036, 0.122],
  "species": ["O", "C", "C", "C", "C", "C", "C", "C", "C", "H", "H", "H", "H", "H", "H", "H", "H", "H", "H", "H", "H"],
  "coordinates": [[-1.183523, 0.890201, -2.574241], [0.960881, -1.112245, -1.537448], [-1.128809, -1.650562, 1.640188], [-0.764802, 0.459721, -1.534580], [-0.943991, -0.857826, 0.419488], [0.601244, 1.919725, 0.864286], [1.195887, 0.655806, 0.271766], [-1.592946, -0.139461, -0.451075], [0.761298, 0.279814, -1.285199], [-0.425870, 1.778016, 1.193481], [1.111386, -1.884228, -0.806605], [2.259537, 0.813276, 0.086143], [1.141977, -0.193272, 0.949924], [1.192879, 2.255698, 1.717358], [0.598352, 2.733444, 0.138351], [-0.513721, -2.551595, 1.610165], [-2.645533, 0.117578, -0.461970], [1.087638, -1.442099, -2.562725], [-2.169104, -1.961773, 1.791307], [-0.813314, -1.064553, 2.507385], [1.270535, 0.954337, -1.975999]],
  "forces_ev_per_angstrom": [[-0.297, 0.331, -0.045], [0.872, -1.356, -0.862], [-0.005, -0.063, -0.102], [0.443, -0.219, -0.217], [-1.032, -0.677, 0.259], [-0.030, 0.026, -0.113], [0.605, 0.198, -2.377], [0.212, 0.422, -0.110], [-0.461, 1.381, 2.876], [-0.068, -0.025, 0.039], [0.120, 0.158, 0.442], [0.204, 0.118, 0.363], [-0.152, -0.082, -0.170], [-0.037, -0.041, 0.030], [0.024, 0.014, -0.066], [0.016, -0.021, 0.044], [-0.194, -0.100, 0.141], [-0.262, -0.010, -0.035], [0.019, 0.077, -0.046], [0.017, -0.036, -0.006], [0.005, -0.094, -0.045]]
}

No. 4
{
  "formula": "C8H12O",
  "method": "wB97M-V/def2-TZVPD",
  "relative_energy_kcal_mol": 181.22,
  "total_energy_ev": -10530.1034,
  "smiles": "C[C@@]12CO[C@H]3C[C@H]3[C@H]1C2",
  "fmax_ev_per_a": 9.264,
  "lumo_ev": 0.920,
  "species": ["O", "C", "C", "C", "C", "C", "C", "C", "C", "H", "H", "H", "H", "H", "H", "H", "H", "H", "H", "H", "H"],
  "coordinates": [[-0.274247, 1.068459, -1.575142], [-1.305288, -1.243217, 0.120285], [0.625039, 1.106566, 0.875000], [1.396910, -1.604879, 0.334693], [-0.154950, 1.771856, -0.277363], [-0.815619, 1.555398, 1.000310], [0.937033, -0.091984, 0.345561], [0.187662, -0.405735, -1.697210], [0.168583, -1.200463, -0.470150], [-1.490002, -1.357448, 1.272985], [-1.703348, -2.226638, -0.096359], [1.693222, 0.232547, -0.291313], [1.304136, -0.681049, -2.044934], [-0.082138, 3.033061, -0.384179], [-0.495333, -0.706816, -2.434656], [2.279097, -2.033634, 0.097580], [1.366572, 1.694967, 1.366544], [0.813193, -1.914726, 1.297216], [-0.887277, 2.486148, 1.574912], [-1.803862, 0.908088, 1.261695], [-1.759385, -0.390502, -0.275474]],
  "forces_ev_per_angstrom": [[0.561, -0.419, 2.147], [1.894, -3.334, 2.179], [-3.713, 4.328, 2.069], [-7.473, 2.081, 5.064], [0.670, 3.616, -2.282], [-3.469, -1.391, 2.529], [4.713, -7.425, -2.879], [2.620, 0.003, -1.235], [-1.542, 3.495, 2.951], [1.119, 1.030, -1.747], [-0.715, 0.053, -1.129], [1.471, 0.453, -1.824], [-2.208, 1.676, -0.060], [0.355, -3.888, -0.608], [-0.810, -0.455, -1.239], [2.682, -0.896, -1.011], [0.458, 0.151, 0.335], [1.981, -0.866, -1.529], [-0.116, -0.250, -0.349], [2.854, 1.349, -0.786], [-1.331, 0.687, -0.596]]
}